No. 1
Computed, not measured: a molecular structure, C35H42N6O6Pd, with ωB97M-V/def2-TZVPD.

```
! RIJCOSX wB97M-V def2-TZVPD def2/J DEFGRID3
* xyz 0 5
Pd 1.1174 0.1546 -0.2140
C 5.6588 0.1366 -0.1340
C 4.2300 -0.3526 -0.0504
O 3.3420 0.3877 -0.4948
C 4.0586 -1.6529 0.5251
C 2.8941 -2.3733 0.7342
C 2.9736 -3.7066 1.4258
N 1.6901 -1.9057 0.3614
N 0.6638 -2.6716 0.6804
C -0.5243 -2.0387 0.7247
O -0.6783 -0.7982 0.6059
C -1.7056 -2.8823 1.0240
C -2.8881 -2.2543 1.4089
C -4.0052 -3.0096 1.7244
C -3.9460 -4.3948 1.6535
C -2.7719 -5.0228 1.2597
C -1.6511 -4.2721 0.9477
H 5.6826 1.1483 -0.5310
H 6.2309 -0.5224 -0.7893
H 6.1219 0.1189 0.8537
H 4.9695 -2.1268 0.8648
H 4.0071 -4.0224 1.5457
H 2.4204 -4.4526 0.8578
H 2.4999 -3.6411 2.4066
H -2.9047 -1.1729 1.4718
H -4.9207 -2.5206 2.0316
H -4.8157 -4.9881 1.9066
H -2.7296 -6.1030 1.2047
H -0.7285 -4.7476 0.6454
O -2.8027 -0.0574 6.4505
C -1.5348 0.3653 6.8910
N -0.7182 0.8995 5.8285
C 0.2652 0.1663 5.2304
O 0.5557 -0.9681 5.5650
C 0.9375 0.8550 4.0874
C 1.2918 2.1958 4.1220
C 1.9378 2.7419 3.0241
C 2.1814 1.9396 1.9267
N 1.8212 0.6503 1.8816
C 1.2289 0.1258 2.9478
H -2.6950 -0.8129 5.8633
H -0.9667 -0.4465 7.3442
H -1.7225 1.1434 7.6287
H -1.0679 1.7061 5.3358
H 1.0846 2.7981 4.9973
H 2.2354 3.7814 3.0136
H 2.6938 2.3237 1.0541
H 0.9579 -0.9230 2.8989
C -4.2177 0.4611 -1.4000
C -3.0236 0.7983 -2.2542
C -3.1686 1.5703 -3.4067
C -2.0660 1.8828 -4.2028
C -2.2102 2.7465 -5.4286
C -0.8276 1.3702 -3.8746
C -0.6433 0.5391 -2.7419
C -1.7732 0.3188 -1.9193
N 0.5379 -0.0348 -2.3889
C 1.5157 -0.4056 -3.4301
C 2.5105 0.7457 -3.6707
C 2.2731 -1.6420 -2.9213
C 0.8753 -0.8301 -4.7755
H -4.9819 1.2351 -1.4686
H -3.9280 0.3402 -0.3561
H -4.6622 -0.4800 -1.7315
H -4.1470 1.9540 -3.6764
H -3.0949 3.3797 -5.3698
H -2.3056 2.1219 -6.3198
H -1.3326 3.3794 -5.5585
H 0.0289 1.6864 -4.4486
H -1.6526 -0.2628 -1.0182
H 3.1424 0.8930 -2.7999
H 1.9914 1.6848 -3.8488
H 3.1305 0.5013 -4.5353
H 2.6411 -1.4862 -1.9153
H 3.1198 -1.8480 -3.5775
H 1.6101 -2.5102 -2.9157
H 0.8138 -0.0126 -5.4904
H -0.1252 -1.2368 -4.6267
H 1.4927 -1.6085 -5.2243
O -1.2540 1.7819 1.8020
C -1.0254 2.3465 0.7463
C -1.8876 3.4797 0.1831
C -1.1063 3.9660 -1.0298
C 0.0881 3.0171 -1.0936
O 0.9833 3.0901 -1.9204
N 0.0210 2.0901 -0.0967
H -2.0395 4.2365 0.9518
H -2.8629 3.0680 -0.0809
H -0.7544 4.9936 -0.9415
H -1.6602 3.8819 -1.9662
*
```

Properties
- Orbital gap (spin up / spin down): 8.10 / 6.79 eV
- Expectation value of S²: 6.0736
- E_HOMO (spin up / spin down): -7.7 / -8.4 eV
- LUMO energy (spin up / spin down): 0.358 / -1.649 eV
- ΔE to the lowest compared entry with this formula, charge and spin: 44.1 kJ/mol
- DFT total energy: -61681.7240 eV



No. 2
Computed, not measured: a molecular structure, C35H43BFeN9SSe2, with ωB97M-V/def2-TZVPD.

```
! RIJCOSX wB97M-V def2-TZVPD def2/J DEFGRID3
* xyz 1 5
Fe -0.5180 0.7541 0.6683
C -0.3348 3.3825 3.9092
C 0.6536 2.2549 4.1969
C 1.9785 2.4538 3.4638
C 0.0930 0.8719 3.9747
C -0.1165 -0.0464 5.0157
C -0.5046 -1.2107 4.4053
N -0.5297 -0.9982 3.0780
N -0.1746 0.2950 2.7953
B -0.8975 -2.0373 2.0399
N 0.3610 -2.2313 1.0583
C 1.0684 -3.2873 0.9672
C 2.2224 -3.4123 0.0726
C 2.8490 -2.1269 -0.4313
N 0.7408 -1.0662 0.2872
C 3.1122 -1.8881 -1.9307
C 3.2849 -0.3980 -2.2242
C 4.3161 -2.6820 -2.4289
N -2.1101 -1.6970 1.1859
C -3.2923 -2.3368 1.2286
C -4.1547 -1.7004 0.3719
C -3.4105 -0.6558 -0.1980
N -2.1778 -0.6389 0.3213
C -3.9434 0.2036 -1.3218
C -3.9704 -0.6086 -2.6248
C -3.2519 1.5437 -1.5448
H 0.0854 4.3336 4.2405
H -1.2859 3.2307 4.4241
H -0.5266 3.4648 2.8412
H 0.8640 2.2746 5.2689
H 1.8710 2.3301 2.3847
H 2.7282 1.7376 3.8092
H 2.3608 3.4595 3.6509
H 0.0280 0.1321 6.0687
H -0.7586 -2.1791 4.8078
H -1.0650 -3.1028 2.5692
H 0.7286 -4.1185 1.5788
H 2.1736 -4.2780 -0.5797
H 2.2280 -2.2431 -2.4703
H 4.1631 0.0045 -1.7103
H 2.4195 0.1984 -1.9217
H 3.4225 -0.2470 -3.2955
H 5.2207 -2.4027 -1.8832
H 4.4849 -2.4677 -3.4845
H 4.1781 -3.7631 -2.3387
H -3.4261 -3.1943 1.8694
H -5.1807 -1.9534 0.1572
H -4.9837 0.3944 -1.0446
H -2.9595 -0.7839 -2.9968
H -4.5183 -0.0561 -3.3898
H -4.4574 -1.5750 -2.4891
H -2.1631 1.4471 -1.5485
H -3.5348 2.2737 -0.7891
H -3.5439 1.9485 -2.5153
Se 0.9640 2.5652 -0.2752
Se 5.0981 1.1910 1.2709
C 4.0324 -0.1919 1.5003
C 4.4520 -1.4153 2.2183
C 4.1909 -2.6492 1.8020
C 3.6547 -3.0130 0.4577
C 2.2011 -1.0133 0.3256
N 2.7150 -0.1824 1.0907
C -0.6143 3.4419 0.2835
C -0.8936 4.8109 0.1773
C -2.0818 5.2918 0.6794
C -2.9830 4.4281 1.3039
C -2.6501 3.0977 1.3881
N -1.5005 2.6194 0.8701
H 5.0561 -1.2622 3.1032
H 4.5718 -3.4775 2.3894
H 4.3498 -3.6501 -0.0769
H 0.4158 -1.2185 -0.6713
H -0.1720 5.4647 -0.2922
H -2.3154 6.3469 0.5997
H -3.9144 4.7740 1.7300
H -3.0144 1.1153 2.1585
S -4.9693 2.3170 2.6571
C -3.4982 2.0885 2.0738
C 0.0070 -1.0566 -6.5529
C -0.1369 -0.7565 -5.0882
C -0.3537 -1.7650 -4.1538
C -0.5165 -1.4253 -2.8225
N -0.4540 -0.1772 -2.3504
C -0.2405 0.7886 -3.2477
C -0.0896 0.5464 -4.6032
H 0.3826 -2.0659 -6.7176
H 0.6804 -0.3498 -7.0367
H -0.9623 -0.9788 -7.0498
H -0.4125 -2.8033 -4.4593
H -0.7500 -2.2121 -2.1015
H -0.1680 1.7950 -2.8521
H 0.0738 1.3789 -5.2774
*
```

Properties
- Orbital gap (spin up / spin down): 6.45 / 6.50 eV
- Expectation value of S²: 6.0099
- E_HOMO (spin up / spin down): -9.8 / -9.9 eV
- LUMO energy (spin up / spin down): -3.381 / -3.384 eV
- DFT total energy: -226990.6593 eV



No. 3
Computed, not measured: a molecular structure, C35H43CdClP2Si2 at a distorted geometry, with ωB97M-V/def2-TZVPD.

```
! RIJCOSX wB97M-V def2-TZVPD def2/J DEFGRID3
* xyz 0 1
C -2.5237 -1.3281 3.7884
C -2.5617 -0.6275 2.5535
C -1.9641 -1.4600 1.5678
H -3.0925 0.3015 2.3724
C -1.5945 -2.7072 2.2069
C -1.9233 -2.5758 3.5912
H -1.7908 -3.3419 4.3541
H -2.9580 -0.9650 4.7165
H -2.0473 -1.3200 0.4905
H -1.3775 -3.6320 1.6735
Cd 0.2865 -1.4341 2.1290
Si 1.9405 0.9595 -1.1359
C 0.3206 2.0328 -1.1570
C 0.6381 3.3086 -1.6032
H 1.6763 3.5740 -1.7491
C -0.3689 4.2346 -1.8420
H -0.1126 5.1866 -2.3104
C -1.6782 3.9464 -1.4896
H -2.4408 4.6834 -1.6750
C -1.9647 2.7455 -0.8404
H -2.9875 2.5641 -0.5161
C -0.9496 1.7971 -0.6312
H -1.1532 0.8826 -0.0584
C -0.4679 -1.5983 -1.7703
C -1.8407 -1.6086 -2.0772
H -2.3606 -0.7049 -2.3827
C -2.4743 -2.8308 -2.0963
H -3.4941 -2.8971 -2.4644
C -1.8493 -3.9790 -1.6234
H -2.3265 -4.9483 -1.7274
C -0.5842 -3.8742 -1.0653
H -0.1154 -4.7615 -0.6649
C 0.1217 -2.6698 -1.0810
H 1.1706 -2.6011 -0.7848
H 1.1505 -0.0463 -0.3076
Si 0.6645 -0.6247 -2.8577
C 0.9812 -1.9663 -4.1833
C 0.3568 -1.9308 -5.4430
H 0.0691 -0.9688 -5.8561
C 0.0715 -3.0984 -6.1754
H -0.5297 -3.0523 -7.0901
C 0.5004 -4.3342 -5.6837
H 0.1756 -5.2714 -6.1562
C 1.3583 -4.3476 -4.5738
H 1.7522 -5.2946 -4.2034
C 1.6645 -3.1632 -3.8887
H 2.4231 -3.1498 -3.1066
C 0.2359 0.8029 -4.0716
C -1.0936 1.1130 -4.3377
H -1.8504 0.4360 -3.9528
C -1.4446 2.2615 -5.0456
H -2.5138 2.4210 -5.2294
C -0.4395 3.1047 -5.5568
H -0.7416 3.9523 -6.1883
C 0.9056 2.7917 -5.3336
H 1.6827 3.4322 -5.7615
C 1.2441 1.6463 -4.5985
H 2.2931 1.4279 -4.3764
H 3.1687 0.9268 -1.8733
Cl 2.8222 1.9387 0.4848
C -1.0085 2.7082 3.9727
P 0.1692 2.2154 5.2826
C 0.3336 3.7730 6.2571
C 1.7811 2.1945 4.3430
C 2.5776 0.8817 4.4631
P 1.6368 -0.7133 4.2290
C 2.9357 -1.9521 4.4959
C 0.6983 -0.8685 5.8189
H -0.5447 3.4470 3.2914
H -1.8668 3.1713 4.4570
H -1.3321 1.8242 3.4159
H -0.0690 3.5613 7.2617
H 1.4013 4.0451 6.3626
H -0.2370 4.5905 5.7831
H 1.5516 2.3846 3.2736
H 2.3857 3.0271 4.7406
H 3.3652 0.8507 3.6864
H 3.0355 0.8137 5.4607
H 3.2855 -1.9065 5.5364
H 2.5280 -2.9500 4.2881
H 3.7717 -1.7485 3.8258
H 1.4194 -1.1204 6.6171
H 0.1811 0.0781 6.0888
H -0.0584 -1.6656 5.7165
*
```

Properties
- Orbital gap: 4.65 eV
- E_HOMO: -5.8 eV
- LUMO energy: -1.173 eV
- ΔE to the lowest compared entry with this formula, charge and spin: 349.5 kJ/mol
- DFT total energy: -88408.2912 eV



No. 4
Computed, not measured: 4 unconnected molecules or ions with the total composition C35H43F3N6O14P at a distorted geometry, with ωB97M-V/def2-TZVPD.

```
! RIJCOSX wB97M-V def2-TZVPD def2/J DEFGRID3
* xyz 1 1
C 4.9676 -4.4039 -0.9810
C 3.5362 -4.7637 -0.6575
C 2.8954 -3.7648 0.2842
N 2.8157 -2.4476 -0.3717
C 1.7987 -1.5838 0.0157
C 0.5712 -1.7213 -0.5716
C 0.4008 -2.7911 -1.5910
C -0.4553 -3.9714 -1.1924
O -0.0069 -5.0805 -1.9201
C -0.8265 -6.2034 -1.7773
C -0.9732 -6.8793 -3.1151
F -1.2274 -5.9832 -4.0809
F 0.1451 -7.5394 -3.4532
F -1.9889 -7.7584 -3.0871
C -0.4548 -0.8273 -0.2226
C -1.8334 -0.9922 -0.7785
C -2.8592 -1.3595 0.3124
C -2.4889 -2.4619 1.3020
C -3.0942 -2.1406 2.6762
O -2.1930 -2.4484 3.7508
C -2.1913 -3.7473 4.1288
O -3.1871 -4.4120 4.3754
N -0.2903 0.1742 0.6054
N 0.9232 0.2553 1.1819
P 1.0707 1.6147 2.3228
O 2.0558 2.5579 1.8565
O -0.3622 2.2224 2.3839
O 1.3786 0.9778 3.6997
C 1.9366 -0.5594 0.9658
C 3.2236 -0.3632 1.7225
O 3.1890 -0.9057 3.0197
O 2.3743 -2.0924 2.9633
H 5.5994 -4.4753 -0.1038
H 5.3769 -5.0684 -1.7232
H 5.0543 -3.4057 -1.3846
H 3.5028 -5.7588 -0.2419
H 2.9924 -4.7631 -1.5902
H 1.8913 -4.1036 0.4748
H 3.4821 -3.7435 1.1888
H 3.7086 -1.9885 -0.4335
H 0.0631 -2.3360 -2.5127
H 1.3851 -3.1795 -1.7799
H -1.4947 -3.7587 -1.3985
H -0.3489 -4.1608 -0.1274
H -1.8272 -5.9577 -1.4402
H -0.4248 -6.9120 -1.0674
H -1.8465 -1.6192 -1.6526
H -2.1429 -0.0143 -1.0998
H -3.0320 -0.4638 0.8890
H -3.7737 -1.6018 -0.1999
H -1.4260 -2.5595 1.4411
H -2.9310 -3.3937 0.9904
H -3.2474 -1.0796 2.7758
H -4.0366 -2.6400 2.8202
H -1.1901 -4.1855 4.2092
H -1.0700 1.5643 2.3972
H 0.6239 0.4788 4.0550
H 3.9934 -0.8702 1.1603
H 3.5237 0.6699 1.7945
H 2.1907 -2.2320 3.8964
C -1.4092 3.2506 8.8486
C -2.4276 3.7084 8.0232
C -2.7105 3.0500 6.8399
C -1.9631 1.9357 6.5052
C -0.9416 1.4664 7.3117
C -0.6655 2.1334 8.4914
N -2.2727 1.2263 5.2612
O -3.1556 1.6599 4.5610
O -1.6206 0.2261 4.9802
H -1.1953 3.7652 9.7750
H -3.0039 4.5778 8.3034
H -3.5010 3.4008 6.1943
H -0.3713 0.5942 7.0319
H 0.1267 1.7803 9.1354
C -1.8524 4.2612 -4.8829
C -2.8746 4.7758 -4.0981
C -3.6134 3.9359 -3.2833
C -3.3106 2.5875 -3.2685
C -2.3005 2.0541 -4.0479
C -1.5678 2.9021 -4.8607
N -4.0815 1.7009 -2.3899
O -4.9687 2.1855 -1.7309
O -3.7808 0.5178 -2.3621
H -1.2772 4.9250 -5.5141
H -3.0934 5.8334 -4.1202
H -4.4102 4.3295 -2.6711
H -2.0867 0.9964 -4.0270
H -0.7741 2.5038 -5.4768
C 4.5820 4.8623 -4.8146
C 4.2410 5.0503 -6.1472
C 3.0655 5.7036 -6.4772
C 2.2508 6.1610 -5.4597
C 2.5687 5.9790 -4.1277
C 3.7451 5.3230 -3.8069
N 1.0119 6.8746 -5.8052
O 0.7438 7.0021 -6.9788
O 0.3293 7.2915 -4.8930
H 5.5046 4.3582 -4.5610
H 4.8933 4.6921 -6.9305
H 2.7945 5.8553 -7.5107
H 1.9152 6.3443 -3.3503
H 4.0113 5.1764 -2.7698
*
```

Properties
- Orbital gap: 7.45 eV
- E_HOMO: -11.8 eV
- LUMO energy: -4.310 eV
- DFT total energy: -92024.0346 eV



No. 5
Computed, not measured: a gas-phase ion, C35H43N2O2 (charge +1) at a distorted geometry, with ωB97M-V/def2-TZVPD.

```
! RIJCOSX wB97M-V def2-TZVPD def2/J DEFGRID3
* xyz 1 1
C 3.8022 3.9051 3.8735
C 2.5790 3.2935 3.2655
C 1.5606 2.7850 4.0704
C 0.3618 2.3163 3.5327
C -0.6427 1.7480 4.5040
C 0.1470 2.3818 2.1378
C -1.2544 2.1402 1.5463
C -2.3006 3.1562 2.0445
C -1.7267 0.6872 1.7045
C -0.8747 -0.2183 0.8223
C -0.4806 -1.5262 1.4969
C 0.8780 -1.9276 1.4354
C 1.9003 -1.1314 0.6617
C 1.2668 -3.1132 2.0487
C 0.3620 -3.8791 2.7849
C 0.8465 -5.0840 3.5331
C -0.9744 -3.4852 2.8195
C -1.4224 -2.3319 2.1722
C -2.8876 -2.0134 2.2097
N -1.2527 -0.3164 -0.5901
C -0.9141 -1.6710 -1.2669
C -2.1991 -2.1897 -1.8995
C -3.3169 -1.2200 -1.5423
C -2.6321 0.1011 -1.2862
C -3.5665 1.1971 -0.7612
N -3.6934 2.3273 -1.7056
C -2.6723 3.2506 -1.8854
O -1.5163 3.1204 -1.4695
C -3.2408 4.3260 -2.6993
C -2.6753 5.5447 -3.0472
C -3.4524 6.4195 -3.8143
C -4.7410 6.0381 -4.2406
C -5.2831 4.7923 -3.8827
C -4.5190 3.9557 -3.0843
C -4.8480 2.6466 -2.4666
O -5.8432 1.9473 -2.5635
C 1.2382 2.7457 1.3094
C 1.2059 2.6505 -0.1929
C 2.4161 3.2260 1.8838
H 4.5402 4.1240 3.0983
H 3.5637 4.8441 4.3894
H 4.2583 3.2375 4.6121
H 1.6872 2.7767 5.1552
H -1.6795 2.0096 4.2703
H -0.5655 0.6506 4.5744
H -0.4278 2.1317 5.5107
H -1.1515 2.3203 0.4702
H -2.2831 4.0396 1.3906
H -3.3215 2.7482 2.0210
H -2.0735 3.4913 3.0630
H -1.5941 0.3883 2.7532
H -2.8029 0.5519 1.5083
H 0.0795 0.3143 0.7753
H 2.8453 -1.6884 0.6453
H 1.6057 -0.9826 -0.3897
H 2.1096 -0.1449 1.1046
H 2.3078 -3.4364 1.9602
H 0.0657 -5.4679 4.1952
H 1.1541 -5.8937 2.8592
H 1.7204 -4.8292 4.1455
H -1.7024 -4.0971 3.3606
H -3.4498 -2.9180 2.4834
H -3.1345 -1.2444 2.9588
H -3.2656 -1.6798 1.2354
H -0.6133 0.3517 -1.0516
H -0.5687 -2.3942 -0.5257
H -0.0872 -1.4990 -1.9738
H -2.4261 -3.1919 -1.5206
H -2.0727 -2.2797 -2.9844
H -3.8766 -1.5435 -0.6536
H -4.0378 -1.0907 -2.3576
H -2.2378 0.4633 -2.2452
H -3.2484 1.6347 0.1872
H -4.5750 0.7981 -0.6222
H -1.6683 5.7790 -2.7049
H -3.0631 7.4013 -4.0859
H -5.3196 6.7287 -4.8525
H -6.2676 4.4636 -4.2045
H 2.1411 3.0540 -0.6037
H 1.1403 1.6095 -0.5543
H 0.3799 3.2134 -0.6450
H 3.2232 3.5687 1.2324
*
```

Properties
- Orbital gap: 7.70 eV
- SMILES: Cc1cc(C)c([C@H](C)C[C@@H](c2c(C)cc(C)cc2C)[N@H+]2CCC[C@H]2CN2C(=O)c3ccccc3C2=O)c(C)c1
- E_HOMO: -10.8 eV
- LUMO energy: -3.131 eV
- ΔE to the lowest compared entry with this formula, charge and spin: 0.0 kJ/mol
- DFT total energy: -44063.4360 eV